[1]
Formula: C5H7N
Source: OMol25
Level of theory: the ωB97M-V functional and the def2-TZVPD basis

frontier orbital gap	8.80	eV
total charge	0
energy above the lowest of the compared OMol25 structures with the same formula, charge and spin	390.1	kJ/mol
HOMO	-8.2	eV

CARTESIAN COORDINATES (ANGSTROEM)
C: 1.30 1.22 -0.38
C: 1.38 -0.21 0.17
N: 0.07 -0.52 0.74
C: -0.74 -1.28 0.04
C: -2.12 -0.98 0.21
C: -3.19 -0.52 -0.12
H: 0.30 1.39 -0.79
H: 1.48 1.97 0.40
H: 2.03 1.38 -1.18
H: 2.19 -0.32 0.90
H: -0.26 0.16 1.42
H: 1.51 -0.93 -0.63
H: -4.12 -0.13 -0.45

[2]
Formula: C5H7N
Source: OMol25
Level of theory: the ωB97M-V functional and the def2-TZVPD basis

frontier orbital gap (spin up / spin down)	7.81 / 7.83	eV
total charge	0
energy above the lowest of the compared OMol25 structures with the same formula, charge and spin	473.1	kJ/mol
HOMO (spin up / spin down)	-7.1 / -7.1	eV

CARTESIAN COORDINATES (ANGSTROEM)
C: 0.23 0.29 -2.82
C: -0.27 0.19 -1.73
C: -0.91 0.05 -0.42
N: 0.03 -0.04 0.72
C: 1.02 -0.94 0.72
C: -0.17 0.68 1.84
H: 0.69 0.38 -3.78
H: -1.59 0.89 -0.22
H: -1.52 -0.86 -0.41
H: 1.91 -0.69 1.27
H: 0.88 -1.90 0.25
H: -0.37 1.74 1.80
H: 0.07 0.19 2.77

[3]
Formula: C5H7N
Source: OMol25
Level of theory: the ωB97M-V functional and the def2-TZVPD basis

frontier orbital gap	9.46	eV
total charge	0
energy above the lowest of the compared OMol25 structures with the same formula, charge and spin	189.9	kJ/mol
HOMO	-8.4	eV

CARTESIAN COORDINATES (ANGSTROEM)
C: -1.61 0.41 0.12
N: -0.50 -0.35 -0.70
C: 0.26 -1.38 -0.09
C: 1.43 -0.86 0.38
C: 1.43 0.55 0.08
C: 0.33 0.77 -0.67
H: -1.28 1.17 0.88
H: -2.15 -0.35 0.65
H: -2.22 0.94 -0.60
H: -0.04 -2.43 -0.13
H: 2.24 -1.39 0.87
H: 2.15 1.29 0.39
H: -0.05 1.64 -1.18

[4]
Formula: C5H7N
Source: OMol25
Level of theory: the ωB97M-V functional and the def2-TZVPD basis

frontier orbital gap	9.01	eV
total charge	0
energy above the lowest of the compared OMol25 structures with the same formula, charge and spin	86.4	kJ/mol
HOMO	-8.0	eV

CARTESIAN COORDINATES (ANGSTROEM)
C: -0.66 1.35 -1.21
C: -0.22 0.29 -0.22
C: -0.22 -1.07 -0.43
C: 0.54 -1.75 0.61
C: 0.90 -0.75 1.50
N: 0.38 0.54 0.98
H: -1.42 2.05 -0.84
H: 0.19 1.95 -1.55
H: -1.07 0.88 -2.11
H: -1.05 -1.46 -1.00
H: 0.77 -2.84 0.59
H: 1.43 -0.72 2.45
H: 0.43 1.54 1.23